# 1
The following is a quantum chemistry calculation of C59H70F5N3O3PSTl as an isolated structure at a distorted geometry, from the OMol25 dataset.

frontier orbital gap	6.0	eV
relative energy (zero: lowest compared OMol25 entry of this formula, charge and spin)	26.4	kJ/mol
E_LUMO	0.1383	hartree

Structure (ORCA input):
```
! RIJCOSX wB97M-V def2-TZVPD def2/J DEFGRID3
* xyz -2 1
Tl 0.1119 0.3696 -0.5299
C 3.2184 -0.6144 0.1814
N 2.0654 -0.2593 0.9976
C 2.2659 1.0176 1.6599
C 1.7039 -1.3068 1.9374
C 0.2216 -1.3180 2.3051
N -0.6585 -1.4010 1.1544
C -2.0900 -1.2824 1.5233
C -2.4653 -0.3821 2.6689
C -2.8587 -0.9751 3.8539
C -3.3466 -0.2403 4.9315
C -3.5264 1.1188 4.7046
C -3.1831 1.7748 3.5218
C -2.5005 1.0359 2.4980
O -1.9418 1.5573 1.4546
C -3.5701 3.2613 3.3941
C -2.4270 4.1516 3.9010
C -3.9630 3.6493 1.9579
C -4.8159 3.5902 4.2391
C -3.7139 -0.9356 6.2408
C -4.8420 -1.9503 5.9941
C -4.1928 0.0500 7.3073
C -2.4895 -1.6820 6.7917
C -0.4325 -2.6691 0.4223
C -1.5519 -3.1199 -0.4743
C -2.2138 -4.3067 -0.2160
C -3.1727 -4.8269 -1.0787
C -3.4168 -4.0997 -2.2450
C -2.7776 -2.9060 -2.5594
C -1.8276 -2.3605 -1.6395
O -1.2058 -1.2451 -1.8264
C -3.0374 -2.1956 -3.8901
C -4.0266 -2.9576 -4.7762
C -3.6217 -0.7999 -3.6320
C -1.7178 -2.0709 -4.6713
C -3.8677 -6.1479 -0.7511
C -2.8209 -7.2628 -0.5983
C -4.8503 -6.5742 -1.8425
C -4.6480 -6.0103 0.5651
H 4.1405 -0.7021 0.7820
H 3.3731 0.1357 -0.5941
H 3.0412 -1.5637 -0.3242
H 3.0651 0.9567 2.4193
H 1.3443 1.3458 2.1419
H 2.5409 1.7728 0.9224
H 2.2759 -1.2133 2.8773
H 1.9788 -2.2671 1.4971
H -0.0375 -0.4180 2.8647
H 0.0750 -2.1796 2.9845
H -2.4673 -2.2812 1.7752
H -2.6187 -0.9574 0.6230
H -2.7835 -2.0579 3.9228
H -3.9766 1.7035 5.4936
H -1.5224 4.0092 3.3112
H -2.2010 3.9145 4.9442
H -2.7120 5.2086 3.8452
H -3.2077 3.3860 1.2288
H -4.1472 4.7275 1.9114
H -4.8844 3.1312 1.6788
H -4.6281 3.5476 5.3132
H -5.6343 2.9073 4.0010
H -5.1400 4.6091 4.0079
H -5.7435 -1.4357 5.6547
H -5.0787 -2.5037 6.9095
H -4.5592 -2.6688 5.2239
H -5.1032 0.5628 6.9898
H -3.4313 0.8016 7.5268
H -4.4158 -0.4892 8.2326
H -2.1695 -2.4672 6.1052
H -2.7205 -2.1463 7.7566
H -1.6523 -0.9941 6.9259
H -0.2394 -3.4747 1.1517
H 0.4720 -2.5486 -0.1860
H -1.9652 -4.8371 0.7007
H -4.1440 -4.4867 -2.9444
H -5.0068 -3.0508 -4.3009
H -3.6590 -3.9579 -5.0189
H -4.1574 -2.4109 -5.7137
H -4.5708 -0.8782 -3.0940
H -3.8015 -0.2834 -4.5812
H -2.9307 -0.2062 -3.0375
H -1.2814 -3.0595 -4.8347
H -1.0046 -1.4685 -4.1117
H -1.8941 -1.6031 -5.6460
H -2.2299 -7.3494 -1.5123
H -3.3013 -8.2268 -0.3987
H -2.1349 -7.0467 0.2217
H -4.3413 -6.7260 -2.7967
H -5.6345 -5.8277 -1.9843
H -5.3268 -7.5168 -1.5588
H -3.9799 -5.7692 1.3934
H -5.1744 -6.9400 0.8082
H -5.3816 -5.2057 0.4848
O 0.4122 3.0372 1.8556
N 0.4566 3.7975 0.7234
C 1.0584 4.9027 0.8966
C 1.2993 5.7859 -0.2534
C 1.2648 7.1698 -0.0650
C 1.3942 8.0333 -1.1359
C 1.5496 7.5191 -2.4191
C 1.6282 6.1498 -2.6068
C 1.5457 5.2649 -1.5315
P 1.8198 3.4381 -1.7673
C 3.2233 3.5974 -2.9668
C 4.3944 4.0338 -2.3408
C 5.5473 4.2907 -3.0635
C 5.5552 4.0876 -4.4377
C 4.4099 3.6255 -5.0645
C 3.2526 3.3766 -4.3379
C 0.3453 3.0851 -2.7978
C 0.3681 2.0810 -3.7677
C -0.7700 1.8048 -4.5123
C -1.9496 2.4933 -4.2747
C -1.9981 3.4437 -3.2646
C -0.8592 3.7388 -2.5313
H -0.3227 2.3710 1.7300
H 1.3760 5.2159 1.8919
H 1.0922 7.5630 0.9311
H 1.3584 9.1050 -0.9804
H 1.6264 8.1869 -3.2687
H 1.7805 5.7533 -3.6031
H 4.3913 4.1763 -1.2640
H 6.4393 4.6403 -2.5572
H 6.4535 4.2833 -5.0112
H 4.4124 3.4395 -6.1317
H 2.3814 3.0040 -4.8559
H 1.2709 1.4971 -3.9224
H -0.7337 1.0341 -5.2722
H -2.8364 2.2699 -4.8545
H -2.9263 3.9574 -3.0447
H -0.9078 4.4713 -1.7354
F 3.3917 -3.9627 -7.7540
C 3.3673 -3.0448 -6.7654
C 3.6847 -3.3941 -5.4656
F 4.0079 -4.6738 -5.1932
C 3.6756 -2.4460 -4.4632
F 3.9948 -2.8664 -3.2285
C 3.3658 -1.0904 -4.6779
S 3.3996 0.0945 -3.4392
C 3.0410 -0.7927 -6.0130
F 2.7131 0.4692 -6.3509
C 3.0409 -1.7280 -7.0276
F 2.7286 -1.3673 -8.2890
*
```

***

# 2
The following is a quantum chemistry calculation of a 2-piece molecular cluster, C59H74N5O2 overall at a distorted geometry, from the OMol25 dataset.

frontier orbital gap	4.3	eV
E_LUMO	-0.1524	hartree

Structure (ORCA input):
```
! RIJCOSX wB97M-V def2-TZVPD def2/J DEFGRID3
* xyz 1 1
C -0.3823 0.1448 -5.0304
C -1.0896 1.2111 -4.2078
C -0.1391 2.3747 -3.9242
C -2.2573 1.7598 -5.0453
C -1.6741 0.6877 -2.8741
C -2.4015 1.6159 -2.1202
C -3.2847 1.1799 -1.1420
C -3.5313 -0.1888 -0.9910
C -2.7812 -1.1488 -1.6845
C -3.3114 -2.6101 -1.8090
C -2.4397 -3.6439 -1.0890
C -3.4789 -2.9597 -3.2960
C -4.7166 -2.7470 -1.2041
C -1.6199 -0.6464 -2.3785
N -0.3696 -1.3541 -2.3363
C 0.7819 -0.8698 -1.7258
C 0.8452 0.2522 -0.9134
C 2.0561 1.0318 -0.8102
C 2.7907 1.3431 -1.9896
C 4.0942 1.7792 -1.9279
C 4.6947 1.8041 -0.6492
N 6.0550 1.3891 -0.6040
O 6.5761 1.1200 0.5010
O 6.6554 1.2371 -1.6943
C 3.9261 1.7910 0.5366
C 2.5912 1.4517 0.4465
N 1.7570 -1.8516 -1.8719
C 3.1098 -1.8469 -1.3633
C 3.3393 -1.8909 0.0383
C 2.4022 -2.6118 1.0530
C 3.0336 -2.5965 2.4468
C 2.2578 -4.0757 0.6254
C 1.0270 -1.9781 1.1810
C 4.5895 -1.4561 0.4977
C 5.6991 -1.5654 -0.3336
C 5.5017 -1.9728 -1.6435
C 4.2274 -1.9116 -2.2297
C 4.2333 -1.9630 -3.7873
C 5.5052 -1.2835 -4.3310
C 3.0780 -1.2261 -4.4355
C 4.2426 -3.4211 -4.2568
C 1.1746 -2.9417 -2.5175
C -0.0850 -2.6153 -2.8470
H -1.0483 -0.6957 -5.2624
H -0.0520 0.5837 -5.9830
H 0.5121 -0.2280 -4.5231
H -0.6846 3.2600 -3.5773
H 0.5874 2.1047 -3.1514
H 0.4070 2.6526 -4.8366
H -2.7504 2.6011 -4.5439
H -1.9005 2.1127 -6.0214
H -3.0104 0.9811 -5.2192
H -2.3111 2.6857 -2.3325
H -3.8142 1.9041 -0.5231
H -4.3431 -0.4813 -0.3218
H -2.0931 -3.2678 -0.1185
H -3.0337 -4.5530 -0.9106
H -1.5699 -3.9458 -1.6751
H -4.3285 -2.4011 -3.7111
H -2.6026 -2.7101 -3.9004
H -3.6888 -4.0318 -3.4054
H -5.4219 -2.0447 -1.6651
H -5.0929 -3.7648 -1.3892
H -4.7114 -2.6005 -0.1143
H -0.0334 0.5400 -0.3814
H 2.3118 1.1892 -2.9540
H 4.6947 2.0071 -2.8052
H 4.4288 1.9784 1.4827
H 1.9502 1.4070 1.3312
H 3.0896 -1.5753 2.8437
H 2.4250 -3.1908 3.1403
H 4.0370 -3.0383 2.4354
H 1.7195 -4.1734 -0.3230
H 3.2503 -4.5286 0.5084
H 1.7110 -4.6342 1.3950
H 0.4091 -2.1378 0.2927
H 0.4920 -2.4218 2.0346
H 1.1013 -0.8988 1.3583
H 4.7481 -1.1309 1.5297
H 6.7069 -1.4149 0.0520
H 6.3762 -2.2535 -2.2338
H 6.4013 -1.8922 -4.1682
H 5.4070 -1.1431 -5.4150
H 5.6590 -0.2986 -3.8714
H 2.1221 -1.6989 -4.2212
H 3.0625 -0.1802 -4.1099
H 3.2105 -1.2493 -5.5266
H 3.3240 -3.9442 -3.9693
H 4.3250 -3.4519 -5.3518
H 5.0970 -3.9615 -3.8313
H 1.7349 -3.8402 -2.7206
H -0.8116 -3.1792 -3.4025
C -1.7778 6.4506 5.0895
N -1.0702 6.2262 3.8453
C -0.1841 7.2887 3.4248
C 0.1519 7.1909 1.9469
C 0.6068 5.7771 1.5860
C -0.3285 4.7225 2.0816
C -1.1451 5.0180 3.2145
C -2.0046 4.0072 3.7082
C -1.9877 2.7493 3.1568
C -1.1265 2.4046 2.0636
C -1.1265 1.0619 1.5341
C -1.4619 -0.0196 2.4122
C -2.4161 -1.0246 2.0808
C -3.2238 -1.5823 3.0613
C -2.8784 -1.3892 4.4311
N -3.7280 -1.7655 5.4242
C -3.3503 -1.6262 6.8153
C -4.9542 -2.4943 5.1845
C -5.5527 -2.1916 3.8217
C -4.4967 -2.2961 2.7202
C -1.6646 -0.7162 4.7419
C -0.9946 -0.0162 3.7685
C -0.3623 3.4602 1.5043
H -1.5419 5.6858 5.8400
H -1.4856 7.4301 5.4852
H -2.8691 6.4465 4.9419
H -0.6760 8.2416 3.6548
H 0.7499 7.2501 4.0163
H -0.7352 7.4536 1.3581
H 0.9357 7.9123 1.7067
H 0.7280 5.6868 0.5004
H 1.5990 5.6016 2.0334
H -2.6687 4.2235 4.5468
H -2.6715 2.0002 3.5541
H -1.3727 0.9513 0.4822
H -2.6160 -1.2482 1.0299
H -3.0238 -0.6043 7.0484
H -4.2267 -1.8595 7.4321
H -2.5375 -2.3183 7.0847
H -4.7568 -3.5773 5.2698
H -5.6518 -2.2274 5.9875
H -6.3784 -2.8839 3.6388
H -5.9749 -1.1780 3.8363
H -4.9204 -1.8750 1.8007
H -4.2874 -3.3587 2.5148
H -1.3260 -0.6772 5.7784
H -0.1334 0.5997 4.0311
H 0.2359 3.2474 0.6142
*
```